DFT (wB97M-V/def2-TZVPD) results for C6H11N as an isolated structure.

Structure (XYZ):
```
18
Properties=species:S:1:pos:R:3:forces:R:3:lowdin_charge:R:1
C -1.43244 0.46582 1.54092 -2.7 -0.6 -2.4 -0.01
C -0.39420 0.14622 0.50107 -3.6 -1.0 0.1 -0.54
C -0.85032 -0.40978 -0.90311 -2.6 0.0 1.5 -0.17
C 1.26373 0.00065 -0.59188 3.7 -1.8 0.9 -0.30
C 0.55062 1.13692 0.09091 2.8 3.4 -1.5 -0.14
C 0.73027 -0.78389 0.72250 0.6 -2.2 -1.9 -0.07
H -1.08001 0.87676 2.40692 1.4 0.7 2.4 0.04
H -2.08324 -0.38286 1.76326 0.4 -0.3 0.2 0.08
H -2.21212 1.20949 1.22794 0.8 -0.3 -0.4 0.10
H -1.62476 0.24501 -1.31429 0.4 0.2 -0.4 0.11
H -1.39440 -1.37254 -0.74010 0.7 0.4 -0.3 0.13
H 0.66485 -1.51327 -1.75136 -0.7 2.4 -0.1 0.15
H 2.38364 -0.11037 -0.94607 -2.1 0.8 1.0 0.17
H 1.22457 1.40637 0.89375 -0.1 0.6 0.4 0.12
H 0.29800 2.01043 -0.52161 -0.3 -0.1 0.2 0.13
H 0.49994 -1.86297 0.56512 0.3 0.5 0.3 0.12
H 1.24944 -0.61355 1.60782 1.1 0.3 1.5 0.09
N 0.40973 -0.46116 -1.62199 -0.2 -3.1 -1.4 -0.04
```
Forces are in eV/Å.

## Properties
Relative energy (zero: lowest compared OMol25 entry of this formula, charge and spin) = 221.6 kJ/mol
Frontier orbital gap = 9.66 eV
Total energy = -7888.235 eV

DFT (wB97M-V/def2-TZVPD) results for an isolated ion of composition C5H12NS and charge +1.

Structure (XYZ):
```
19
Properties=species:S:1:pos:R:3:forces:R:3:lowdin_charge:R:1
C 0.79484 -1.54266 -0.68962 -0.2 -2.1 -0.3 -0.29
C -0.69803 -1.56927 -0.54257 0.8 2.9 -1.0 0.18
C 1.60198 -0.89775 0.42284 -2.7 1.9 1.6 -0.39
C -0.70872 1.71161 -0.96870 3.6 -0.4 -0.8 -0.08
C -0.76064 0.84293 1.37973 0.8 -0.6 -0.4 -0.07
N -0.02288 0.95576 0.06342 -2.1 -0.4 1.5 -0.55
S 1.65684 0.91968 0.12444 -1.0 -0.7 -0.5 1.05
H 1.21094 -2.64187 -0.69691 -0.9 1.7 -0.2 0.18
H 1.11489 -1.04366 -1.60591 -0.2 -0.4 -0.3 0.11
H -1.43654 -1.15879 -1.30892 1.4 -1.0 0.7 0.12
H -1.16410 -1.73850 0.40266 0.0 -0.5 0.6 0.07
H 1.13245 -0.93175 1.44294 0.9 -0.8 -1.0 0.08
H 2.58997 -1.14480 0.40561 2.7 -1.2 0.3 0.05
H -0.49724 2.74257 -0.84180 0.8 1.3 -0.3 0.09
H -0.27020 1.30248 -1.91248 -1.1 0.8 0.3 0.12
H -1.71212 1.72081 -0.78778 -2.9 -0.9 -0.1 0.06
H -1.85127 0.79825 1.30050 0.2 -0.7 -0.7 0.10
H -0.31976 -0.06570 1.85045 -0.9 1.1 0.3 0.07
H -0.66043 1.74066 1.96209 0.8 0.4 0.5 0.09
```
Forces are in eV/Å.

## Properties
Relative energy (zero: lowest compared OMol25 entry of this formula, charge and spin) = 436.4 kJ/mol
Charge = +1
Frontier orbital gap (spin up / spin down) = 8.54 / 6.33 eV
Total energy = -17694.163 eV

DFT (wB97M-V/def2-TZVPD) results for an isolated ion of composition C4H10N2O2 and charge +1.

Structure (XYZ):
```
18
Properties=species:S:1:pos:R:3:forces:R:3:lowdin_spin:R:1
O 0.14626 -0.36214 -2.47680 0.3 -0.4 0.4 0.03
C 0.61992 0.67659 -2.08641 -0.8 0.6 -0.8 0.00
N 0.43953 1.15228 -0.81961 0.3 -0.3 2.5 0.02
C 0.05416 0.30786 0.33383 0.1 1.2 -0.7 0.05
C -1.46520 0.20167 0.43729 -1.6 -1.5 -0.3 0.03
O -2.11579 1.43211 0.46896 0.8 0.2 0.3 0.03
C 0.72902 -1.03936 0.30578 1.4 -1.8 -1.0 0.13
N 1.11481 -1.56745 1.56471 -2.8 0.7 0.4 0.59
H 1.08161 1.40133 -2.77328 0.2 0.0 0.2 0.00
H 0.96985 1.91649 -0.43545 0.2 0.5 -1.0 0.00
H 0.33973 0.81566 1.26018 0.3 0.4 -0.3 0.00
H -1.89337 -0.39446 -0.37638 0.5 -0.1 -0.3 0.00
H -1.73231 -0.38639 1.33354 0.2 0.5 0.0 0.00
H -1.85925 1.91077 -0.33382 -0.3 0.0 0.1 0.00
H 0.23330 -1.79469 -0.32617 0.0 0.0 0.4 0.01
H 1.71241 -0.97178 -0.26349 -0.5 0.4 0.2 0.08
H 1.00355 -0.88718 2.32094 1.0 0.1 0.1 0.01
H 0.62175 -2.41132 1.86619 0.8 -0.5 -0.2 0.02
```
Forces are in eV/Å.

## Properties
Expectation value of S² = 0.755
Relative energy (zero: lowest compared OMol25 entry of this formula, charge and spin) = 236.0 kJ/mol
Charge = +1
Spin multiplicity = 2
Frontier orbital gap (spin up / spin down) = 10.86 / 5.19 eV
Total energy = -11375.666 eV

DFT (wB97M-V/def2-TZVPD) results for C30H46Cl2N5O10ScSi as an isolated structure.

Structure (XYZ):
```
95
Properties=species:S:1:pos:R:3:forces:R:3:lowdin_charge:R:1
C 2.37712 6.05597 0.45198 0.2 0.3 0.0 -0.05
C 1.23671 5.18533 0.88052 -0.8 0.1 0.3 -0.23
H 2.10326 6.75739 -0.35373 0.2 -0.2 0.2 0.09
H 3.22272 5.43305 0.12918 -0.2 0.3 -0.1 0.09
H 2.70599 6.65465 1.31711 0.1 -0.1 -0.4 0.08
C 0.25172 5.66706 1.65907 0.8 -0.5 -0.4 -0.10
C 0.17587 7.09263 2.08774 -0.3 0.2 0.5 -0.09
H -0.47734 4.99633 2.11534 0.1 0.2 -0.4 0.10
H -0.30172 7.75715 1.35169 0.3 -0.2 0.0 0.09
H 1.16906 7.49679 2.34298 -0.4 0.0 -0.1 0.07
H -0.46800 7.11484 2.97435 0.3 0.3 0.0 0.07
Sc 0.05677 -1.37940 -1.15765 -1.1 -1.5 -1.5 0.53
Cl 2.24293 -1.94254 -2.17905 0.3 -0.1 -0.1 0.05
C -0.36301 -2.16478 1.81681 -0.9 0.1 -0.3 -0.34
O -0.97392 -2.09559 0.71608 1.0 0.7 0.9 -0.15
N -1.06414 -2.27807 2.94139 0.2 -0.1 -0.5 -0.15
C -2.51198 -2.39657 2.78162 -0.2 -0.1 0.0 -0.01
C -0.37097 -2.64557 4.16386 0.3 -0.2 0.1 -0.03
H 0.74249 -2.11222 1.91845 -0.8 -0.2 -0.1 0.09
H -2.73028 -3.18070 2.03580 0.0 0.3 0.3 0.10
H -2.92756 -1.44032 2.41857 0.2 -0.4 0.1 0.09
H -2.96851 -2.64864 3.74183 0.1 0.0 -0.1 0.09
H 0.63026 -2.18980 4.14297 -0.3 -0.1 0.1 0.10
H -0.25919 -3.74014 4.22106 -0.1 0.3 0.2 0.08
H -0.90454 -2.28121 5.04334 0.0 0.0 -0.1 0.09
H -2.59325 -4.19101 -4.66146 0.0 0.1 0.0 0.09
H -0.55184 -5.42393 -4.24264 0.1 0.2 0.1 0.10
C -2.14182 -3.38044 -4.08952 -0.1 -0.1 0.3 -0.02
C -0.07251 -4.59747 -4.77796 0.2 0.1 -0.4 -0.02
N -0.71935 -3.34266 -4.39879 -0.1 0.6 0.4 -0.16
H -2.27896 -3.58227 -3.01842 -0.1 0.1 -0.2 0.09
C -0.01588 -2.28136 -4.00605 0.2 -0.3 0.2 -0.35
O -0.46157 -1.35332 -3.27745 -0.2 -0.6 -0.9 -0.16
H 0.98900 -4.56503 -4.51168 -0.2 0.0 -0.1 0.10
H 1.02834 -2.29754 -4.34942 -0.3 0.2 0.3 0.10
H -2.59370 -2.42172 -4.36034 0.0 -0.2 0.1 0.10
H -0.17758 -4.79500 -5.85312 0.0 0.1 0.2 0.09
H -2.48880 3.38529 -1.78359 -0.1 -0.4 0.0 0.08
H -3.29406 3.40971 0.89254 -0.1 -0.3 -0.1 0.09
C -3.31489 2.65992 -1.77513 0.1 0.1 0.1 -0.03
C -3.86520 2.51199 0.61006 -0.1 -0.1 -0.1 -0.05
N -3.27088 1.85326 -0.55477 0.4 -0.2 0.1 -0.15
H -3.27448 2.01566 -2.65719 0.1 0.2 0.2 0.10
C -2.47459 0.77534 -0.37680 0.7 -0.3 -0.6 -0.24
O -1.70463 0.23957 -1.22045 -1.0 0.8 1.0 -0.07
H -3.90101 1.81885 1.45401 0.0 0.2 -0.1 0.08
H -2.55984 0.36085 0.64374 0.1 0.0 -0.3 0.13
H -4.23761 3.25542 -1.77158 0.1 -0.4 0.0 0.09
H -4.88030 2.83944 0.36129 0.1 -0.2 0.1 0.09
O 0.62121 3.60248 -0.87042 -0.7 0.1 2.6 -0.15
C 1.28520 3.74403 0.40772 -0.1 -0.6 -0.3 -0.25
C -0.64787 2.68381 1.68875 0.0 -0.2 0.2 -0.07
C 0.72525 2.80429 1.47934 0.0 0.4 0.1 -0.19
H -1.32001 3.20253 1.00116 0.2 -0.3 0.2 0.09
C -1.13732 1.98480 2.80051 0.2 -0.1 -0.1 -0.08
H 2.34506 3.47054 0.28157 -0.2 0.0 -0.1 0.14
C 1.60996 2.24417 2.40911 -0.3 0.1 -0.2 -0.06
H -2.21245 1.91292 2.98552 0.3 0.0 -0.1 0.09
C -0.24869 1.39414 3.70375 0.1 0.1 -0.1 -0.09
C 1.12770 1.53129 3.50740 0.0 0.1 -0.1 -0.08
H 2.67966 2.39545 2.25303 -0.2 -0.2 0.1 0.12
H -0.61779 0.84444 4.57530 0.1 0.2 -0.3 0.10
H 1.82445 1.08240 4.21833 -0.2 0.2 -0.2 0.11
Si 0.88786 3.64537 -2.45288 0.7 -2.0 -1.5 0.39
Cl 1.40992 -0.46448 0.36251 1.2 1.7 1.3 0.21
C -0.53977 2.82058 -3.38689 -0.4 0.5 0.0 -0.17
C 2.14769 2.27400 -2.86637 0.5 0.2 0.1 -0.15
C 1.34748 5.35629 -2.96374 0.1 0.3 -0.3 -0.15
H -0.87536 1.94921 -2.79780 0.1 0.3 -0.2 0.02
H -0.17417 2.42453 -4.34947 0.0 0.3 0.4 0.04
H -1.39870 3.46477 -3.60892 0.0 -0.2 0.0 0.02
H 0.55786 6.09162 -2.78342 -0.1 -0.1 -0.1 0.04
H 1.59071 5.34207 -4.03421 0.0 0.2 0.2 0.04
H 2.21732 5.70892 -2.40264 0.1 -0.1 -0.2 0.02
H 2.53633 1.83528 -1.94511 0.2 0.1 0.1 0.02
H 3.01511 2.56636 -3.47197 -0.1 0.1 0.1 0.03
H 1.68600 1.42407 -3.39213 -0.1 0.4 0.1 0.02
O -1.76578 -4.83604 -0.29791 0.8 0.5 -0.5 0.06
C -0.64774 -4.38355 -0.52517 0.0 0.5 -0.4 -0.56
O -0.32403 -3.41552 -1.35403 -0.5 -1.2 0.7 -0.19
C 0.52475 -4.98306 0.25667 0.4 -0.6 0.4 -0.08
C 0.21751 -5.64934 1.45452 0.5 0.1 0.1 0.08
C 1.24975 -6.15259 2.27051 0.1 1.1 -1.6 -0.13
C 2.58275 -6.11765 1.84168 0.0 0.3 0.0 0.10
C 2.88691 -5.47539 0.63146 -2.1 0.0 0.4 -0.11
C 1.86694 -4.88668 -0.15314 0.2 -0.1 0.4 0.09
N 4.26466 -5.30808 0.24863 2.9 0.3 -0.9 -0.32
O 5.14760 -5.77271 1.00320 -1.7 0.7 -1.2 0.06
O 4.52271 -4.70188 -0.80952 -0.8 -1.2 2.0 0.08
N 0.95398 -6.48205 3.64341 -0.4 -1.0 2.3 -0.31
O -0.18202 -6.19327 4.08698 2.1 -0.5 -0.9 0.04
O 1.84897 -7.01285 4.33027 -1.6 1.0 -1.3 0.07
H -0.82154 -5.73896 1.76107 0.2 0.1 0.0 0.13
H 3.37038 -6.51831 2.47354 -0.1 0.2 -0.2 0.13
H 2.12324 -4.31716 -1.04680 0.0 -0.1 0.2 0.07
```
Forces are in eV/Å.

## Properties
Relative energy (zero: lowest compared OMol25 entry of this formula, charge and spin) = 0.0 kJ/mol
Frontier orbital gap = 7.54 eV
Total energy = -113407.411 eV

DFT (wB97M-V/def2-TZVPD) results for a 12-piece molecular cluster, C22H69FO13SSi2 overall.

Structure (XYZ):
```
108
Properties=species:S:1:pos:R:3:forces:R:3:lowdin_charge:R:1
C 4.20304 2.67568 -0.40032 -0.2 -0.4 -0.1 0.03
C 4.09391 1.91683 -1.69870 -1.9 1.0 1.4 -0.57
O 5.03437 1.67016 -2.33317 3.1 -0.8 -2.2 0.16
O 2.86337 1.54963 -2.15460 -0.3 -0.2 0.5 -0.03
C 2.29491 0.50284 -1.35208 -0.4 0.3 -0.1 -0.17
C 0.88471 0.21565 -1.85768 0.0 -0.7 0.5 -0.15
C -0.03128 -0.19121 -0.69403 0.8 0.4 0.3 -0.24
C -0.31506 0.92869 0.33059 -0.6 0.0 -0.3 -0.28
Si -1.75822 2.08287 -0.08209 -0.3 0.0 0.1 0.30
S -2.33709 2.89597 1.86298 0.1 -0.3 0.5 0.43
C -3.30116 1.21293 -0.75720 0.2 0.3 -0.5 -0.28
C -3.13950 0.50901 -2.10594 -0.8 -1.3 1.3 -0.26
F -2.03606 0.90904 -2.84134 0.0 0.5 -0.2 -0.07
Si -1.15729 3.94006 -1.33276 0.2 1.1 -0.3 0.46
C -1.59202 5.50894 -0.33983 -0.6 -0.7 -0.2 -0.24
C -2.11376 4.07547 -2.96015 0.6 0.3 0.4 -0.21
C 0.70408 4.01464 -1.67198 -0.7 -0.1 -0.1 -0.20
H 3.51077 3.51250 -0.37618 -0.3 -0.1 0.3 0.08
H 4.03705 1.95338 0.40945 -0.1 0.5 0.1 0.07
H 5.21050 3.06361 -0.34225 0.2 0.0 0.2 0.07
H 2.29857 0.76763 -0.29074 -0.1 0.2 -0.1 0.10
H 2.91921 -0.38823 -1.44713 0.1 -0.1 -0.1 0.13
H 0.98028 -0.68440 -2.46442 -0.2 0.2 -0.5 0.11
H 0.49024 1.03014 -2.45581 0.0 0.1 -0.1 0.10
H -0.92099 -0.69982 -1.05489 -0.2 0.1 0.0 0.09
H 0.54169 -0.94675 -0.16637 -0.1 -0.3 0.2 0.08
H 0.57137 1.55496 0.43523 0.1 0.1 0.1 0.06
H -0.49007 0.46791 1.30596 -0.1 0.1 0.0 0.05
H -3.35615 3.73183 1.58863 0.2 -0.2 -0.3 -0.20
H -3.65985 0.51630 -0.00093 0.1 -0.2 0.0 0.07
H -4.10251 1.94710 -0.85982 0.1 0.3 0.2 0.07
H -3.00212 -0.55309 -1.90065 0.1 -0.1 -0.2 0.10
H -4.07226 0.57878 -2.65874 0.3 0.3 -0.7 0.10
H -1.31814 6.41956 -0.87004 0.3 0.0 0.1 0.03
H -1.21760 5.47730 0.67936 0.2 0.2 0.0 0.00
H -2.68440 5.52111 -0.25552 0.0 0.1 0.1 0.02
H -3.18764 3.96487 -2.81952 0.0 -0.2 -0.1 0.03
H -1.93238 5.08149 -3.34557 0.0 0.1 0.0 0.03
H -1.69325 3.39885 -3.69825 -0.3 -0.2 -0.1 0.01
H 1.26701 3.63960 -0.82147 0.2 -0.1 0.0 0.01
H 0.90496 3.42535 -2.56106 0.3 -0.2 0.0 0.02
H 1.00124 5.04032 -1.87763 0.0 0.1 0.0 0.03
C 0.69498 -4.54722 -0.15079 -0.1 0.0 -0.5 -0.12
O 0.49584 -3.17344 -0.49569 -0.1 -0.1 0.0 -0.14
H 0.81255 -4.62457 0.92702 0.0 0.1 0.0 0.08
H -0.17290 -5.13562 -0.46208 0.0 -0.1 0.1 0.08
H 1.59347 -4.92333 -0.63821 0.0 -0.2 0.2 0.06
H 0.39584 -3.13225 -1.45345 0.1 0.1 0.1 0.07
C -3.52260 -3.99724 -0.33392 0.4 0.4 -0.1 -0.15
O -2.97106 -3.59744 -1.59087 0.0 0.1 -0.1 -0.14
H -4.56049 -4.27441 -0.47880 0.0 0.0 -0.1 0.07
H -2.97704 -4.85415 0.05504 -0.1 0.0 0.1 0.06
H -3.46598 -3.16529 0.37546 -0.1 -0.1 0.1 0.08
H -2.05289 -3.35724 -1.42926 0.0 0.0 0.0 0.04
C 4.57282 -4.44193 -1.33963 0.0 0.0 0.3 -0.15
O 3.96391 -5.26717 -0.34953 0.1 0.0 0.0 -0.14
H 4.07243 -4.62592 -2.28721 0.0 0.0 0.0 0.08
H 4.46444 -3.38651 -1.07708 0.0 0.0 -0.1 0.07
H 5.63268 -4.68610 -1.44237 0.0 0.1 -0.1 0.08
H 4.41400 -5.09579 0.48443 -0.1 -0.1 -0.1 0.08
C -0.64306 -0.87041 4.15106 0.3 -0.2 -0.3 -0.15
O -0.71261 -1.91192 3.18116 0.0 0.0 0.1 -0.13
H -1.64016 -0.71265 4.55426 0.0 0.0 -0.1 0.08
H 0.03361 -1.15148 4.96267 0.0 0.1 0.1 0.08
H -0.29472 0.05410 3.68304 0.0 0.1 0.2 0.06
H 0.17487 -2.04066 2.82796 -0.1 0.0 -0.1 0.07
C -3.91333 0.64627 -5.85511 -0.3 -0.2 0.0 -0.16
O -5.06908 0.45357 -5.04403 0.0 0.0 0.0 -0.13
H -3.28549 1.40145 -5.38784 -0.1 0.0 0.1 0.06
H -3.35325 -0.28883 -5.93409 0.2 0.1 -0.1 0.08
H -4.21202 0.98527 -6.85119 0.2 0.0 0.0 0.07
H -5.60829 -0.21881 -5.47342 0.0 0.1 0.1 0.08
C -4.96618 -6.93330 1.97979 -0.1 -0.3 -0.8 -0.14
O -4.63703 -6.51373 0.65088 -0.2 -0.2 0.1 -0.14
H -5.12130 -6.05141 2.58465 0.0 0.1 -0.1 0.07
H -5.88499 -7.52840 1.96961 0.0 0.0 0.1 0.08
H -4.15275 -7.51908 2.39990 0.0 0.0 0.2 0.07
H -4.50160 -7.30647 0.12101 0.0 0.1 0.0 0.08
C 2.94470 1.33200 3.40128 0.3 -0.1 -0.1 -0.14
O 3.01081 0.28474 2.43561 -0.1 0.0 -0.1 -0.14
H 1.90259 1.50592 3.65982 0.0 -0.1 -0.1 0.07
H 3.49666 1.04609 4.29939 0.0 0.2 0.1 0.06
H 3.36940 2.24890 2.98376 -0.1 0.1 0.2 0.08
H 3.94131 0.15158 2.22477 -0.1 -0.1 0.1 0.07
C -2.12596 4.44653 -6.52149 0.4 -0.2 -0.1 -0.15
O -0.82076 4.25523 -5.98130 0.0 0.0 0.0 -0.14
H -2.67761 5.11555 -5.86633 0.1 0.0 0.1 0.07
H -2.05258 4.89141 -7.51742 -0.2 0.0 0.0 0.08
H -2.64901 3.48851 -6.58115 -0.2 0.1 0.0 0.06
H -0.35268 3.65969 -6.57604 0.0 0.1 0.1 0.08
C -4.59790 -6.44715 5.79447 0.2 0.2 -0.1 -0.14
O -3.92180 -6.49088 4.54067 0.1 0.1 0.5 -0.15
H -5.10193 -7.39954 5.93917 0.0 0.0 -0.1 0.08
H -3.88669 -6.29208 6.60950 -0.1 0.0 0.1 0.07
H -5.34028 -5.64481 5.80058 -0.1 0.0 0.1 0.08
H -3.47906 -5.64224 4.42438 0.0 -0.1 -0.1 0.09
C 6.64701 5.85140 0.51507 0.0 0.0 0.3 -0.16
O 5.95453 4.98865 1.41343 0.0 0.0 0.0 -0.14
H 6.27236 5.66512 -0.48842 0.0 0.0 0.0 0.08
H 6.46762 6.89742 0.77512 0.1 0.0 -0.1 0.08
H 7.72022 5.64723 0.53944 0.0 0.1 -0.1 0.08
H 6.29286 5.16044 2.29842 -0.1 -0.1 -0.1 0.07
C 4.88054 0.00452 7.07482 0.3 0.1 0.0 -0.16
O 5.57480 0.44698 5.91169 0.0 0.0 0.0 -0.14
H 3.88218 -0.30446 6.77509 0.0 0.0 -0.1 0.07
H 5.39659 -0.84529 7.52800 -0.1 0.0 0.1 0.08
H 4.80034 0.81459 7.80378 -0.1 -0.1 0.1 0.08
H 6.45663 0.71856 6.18717 -0.1 0.0 -0.1 0.07
```
Forces are in eV/Å.

## Properties
Frontier orbital gap = 8.67 eV
Total energy = -79854.696 eV